Record 1
20
Properties=species:S:1:pos:R:3:forces:R:3 method="wB97M-V/def2-TZVPD" gap_ev=10.6 mol_weight_g_mol=103.16 homo_ha=-0.359
C -0.738 -1.244 1.853 0.304 1.349 0.472
C -0.931 -0.329 3.072 0.917 -0.205 0.236
C 0.500 -0.866 1.065 1.041 0.121 -0.396
O 0.757 -1.378 -0.009 -0.446 -0.265 -0.034
N 1.460 -0.004 1.574 -1.043 -0.488 0.185
H -0.539 -2.261 2.185 -0.251 -0.139 -0.043
H -1.591 -1.221 1.182 -0.004 -0.192 -0.135
H -0.010 -0.439 3.659 -0.408 -0.185 0.417
H 2.299 -0.040 1.039 0.462 0.298 -0.215
H 1.415 0.574 2.393 -0.173 -0.181 0.024
H -1.793 -0.578 3.684 0.008 -0.099 -0.001
H -0.941 0.742 2.872 -0.409 -0.023 -0.510
C -0.330 1.556 -3.108 -1.583 -0.007 0.289
C 0.392 0.246 -3.006 1.058 -0.911 -1.142
H -1.222 1.480 -3.747 0.447 -0.109 -0.361
H -0.836 1.793 -2.171 0.528 0.342 0.349
H 0.259 2.397 -3.456 0.204 0.052 0.065
H -0.181 -0.568 -2.574 -0.224 0.151 0.341
H 1.360 0.274 -2.503 -0.235 0.267 0.395
H 0.670 -0.134 -4.004 -0.193 0.224 0.064

Record 2
16
Properties=species:S:1:pos:R:3:forces:R:3 method="wB97M-V/def2-TZVPD" gap_ev=8.4 mol_weight_g_mol=202.01 homo_ha=-0.318
C -2.126 -1.514 -0.725 2.519 0.023 -3.932
N 2.173 0.526 -0.238 -1.702 -1.135 -0.561
N 0.447 2.275 0.861 0.433 0.324 -0.527
N -0.068 0.508 -1.260 -1.997 -4.227 2.982
N -0.264 -0.063 1.921 0.394 2.249 -0.629
O -1.000 -1.728 0.051 1.138 -0.219 1.979
F 1.223 -1.702 0.590 0.099 -0.093 0.275
P 1.035 1.531 -0.972 1.337 3.141 0.559
P -0.243 1.602 2.126 -0.027 -1.829 -0.050
P 0.068 -0.655 0.476 -1.105 0.811 -3.474
H -2.781 -0.785 -0.341 -0.944 0.732 0.238
H -2.455 -2.490 -0.885 -1.696 -1.403 0.262
H -1.667 -1.315 -1.783 -1.466 0.647 1.678
H 3.011 0.838 0.119 2.291 0.667 0.782
H 0.452 3.291 0.868 -0.034 -0.046 0.136
H 2.194 -0.318 -0.811 0.759 0.359 0.284